Model A:
Formula: C12H17N
Source: the Open Molecules 2025 dataset
Level of theory: ωB97M-V/def2-TZVPD

**Orbital gap**: 8.870 eV
**LUMO level**: 0.899 eV
**SMILES**: Cc1c[nH]c2ccccc12.CCC
**HOMO**: -7.97 eV
**Net charge**: 0

Each line ends with the natural charge from an NBO analysis.
Geometry (Å):
C (2.4716, -0.3784, 3.3771)  -0.63
C (2.0289, -0.5178, 1.9192)  -0.07
C (2.1454, -1.5655, 1.0637)  -0.04
N (1.9162, -1.1192, -0.2597)  -0.56
C (1.5648, 0.2252, -0.1796)  0.16
C (1.2706, 1.1417, -1.2132)  -0.23
C (0.7454, 2.3763, -0.8750)  -0.22
C (0.6875, 2.7671, 0.4720)  -0.24
C (1.1083, 1.9143, 1.4842)  -0.19
C (1.5676, 0.6480, 1.1756)  -0.11
H (2.6581, 0.7823, 3.5069)  0.21
H (3.4298, -0.8800, 3.4372)  0.22
H (1.7744, -0.6451, 4.1544)  0.22
H (2.3377, -2.5841, 1.3053)  0.21
H (2.4610, -1.5895, -0.9630)  0.41
H (1.4404, 0.8002, -2.2187)  0.21
H (0.3507, 3.0158, -1.6374)  0.21
H (0.0577, 3.6187, 0.7279)  0.21
H (1.1464, 2.3444, 2.5037)  0.21
C (-3.7981, -0.7607, -0.6936)  -0.61
C (-3.0703, -1.3721, -1.9158)  -0.40
C (-1.7347, -0.7383, -2.2756)  -0.63
H (-4.8395, -0.9514, -0.6425)  0.20
H (-3.4373, -1.2368, 0.2005)  0.20
H (-3.7171, 0.3060, -0.5687)  0.20
H (-3.7742, -1.2676, -2.7550)  0.20
H (-2.8448, -2.4156, -1.6707)  0.20
H (-0.9120, -1.0175, -1.5859)  0.21
H (-1.5850, 0.2848, -2.6602)  0.21
H (-1.4493, -1.1850, -3.2131)  0.20

=====

Model B:
Formula: C12H17N
Source: the Open Molecules 2025 dataset
Level of theory: ωB97M-V/def2-TZVPD

**Orbital gap**: 8.770 eV
**LUMO level**: 0.899 eV
**SMILES**: CCc1c[nH]c2ccccc12.CC
**HOMO**: -7.87 eV
**Net charge**: 0

Each line ends with the natural charge from an NBO analysis.
Geometry (Å):
C (1.5956, 1.8722, 3.2062)  -0.61
C (1.7005, 0.8237, 2.1234)  -0.42
C (0.4207, 0.5553, 1.3860)  -0.11
C (-0.6809, 1.3457, 1.2811)  -0.02
N (-1.6798, 0.6797, 0.5954)  -0.53
C (-1.2367, -0.6061, 0.3282)  0.12
C (-1.9359, -1.6628, -0.2480)  -0.24
C (-1.2496, -2.8451, -0.4424)  -0.21
C (0.1324, -2.9152, -0.1959)  -0.24
C (0.8063, -1.8332, 0.3256)  -0.21
C (0.1266, -0.6640, 0.7014)  -0.03
H (1.0980, 1.5773, 4.1267)  0.21
H (1.1483, 2.8348, 2.9203)  0.20
H (2.5666, 2.2011, 3.5820)  0.21
H (2.4820, 1.1123, 1.4195)  0.21
H (2.0170, -0.1054, 2.5976)  0.21
H (-0.8186, 2.3327, 1.6915)  0.21
H (-2.6669, 0.8781, 0.6057)  0.41
H (-2.9683, -1.5857, -0.5244)  0.21
H (-1.8118, -3.6856, -0.8223)  0.21
H (0.6589, -3.7932, -0.5439)  0.21
H (1.8845, -1.9258, 0.4456)  0.21
C (0.9892, 1.0607, -4.0482)  -0.61
C (0.0663, 2.2267, -3.6975)  -0.61
H (0.8825, 0.6829, -5.0691)  0.20
H (2.0316, 1.1478, -3.7573)  0.21
H (0.7154, 0.1655, -3.4739)  0.20
H (0.5587, 3.1564, -3.9884)  0.20
H (-0.1055, 2.1638, -2.6233)  0.21
H (-0.9026, 2.1085, -4.1653)  0.20

=====

Model C:
Formula: C12H17N
Source: the Open Molecules 2025 dataset
Level of theory: ωB97M-V/def2-TZVPD

**Orbital gap**: 8.728 eV
**LUMO level**: 0.933 eV
**SMILES**: Cc1c[nH]c2ccccc12.CCC
**HOMO**: -7.79 eV
**Net charge**: 0

Each line ends with the natural charge from an NBO analysis.
Geometry (Å):
C (-2.4143, 1.0548, 1.3584)  -0.63
C (-1.0838, 1.2555, 1.2498)  -0.06
C (-0.3098, 1.2083, 2.4703)  -0.06
N (1.1019, 1.4042, 2.1507)  -0.54
C (1.1206, 1.6921, 0.8554)  0.15
C (2.3236, 2.0608, 0.0836)  -0.22
C (2.3243, 2.3006, -1.2014)  -0.22
C (1.1425, 1.7114, -1.9817)  -0.22
C (-0.0962, 1.5088, -1.3236)  -0.22
C (-0.0430, 1.4734, 0.1166)  -0.12
H (-2.9258, 0.4080, 0.5569)  0.22
H (-2.9180, 2.0356, 1.3813)  0.22
H (-2.7379, 0.5536, 2.3650)  0.22
H (-0.5471, 0.9460, 3.4316)  0.20
H (1.9182, 1.1886, 2.7145)  0.42
H (3.3609, 1.8389, 0.6119)  0.20
H (3.0642, 2.7116, -1.8630)  0.22
H (1.1910, 1.5741, -3.0099)  0.20
H (-1.0322, 1.4269, -2.0559)  0.24
C (-1.6082, -2.8539, -0.6116)  -0.62
C (-0.2402, -2.9924, -1.2160)  -0.40
C (0.8959, -2.0443, -0.4848)  -0.61
H (-2.3947, -3.5705, -0.9775)  0.21
H (-1.9445, -1.8124, -0.8043)  0.20
H (-1.5734, -2.9360, 0.4683)  0.21
H (0.2886, -3.8862, -1.0400)  0.20
H (-0.2430, -2.8322, -2.3377)  0.20
H (1.1277, -2.3274, 0.5726)  0.20
H (1.8749, -1.9369, -1.0378)  0.21
H (0.3779, -1.1611, -0.4419)  0.20

=====

Model D:
Formula: C12H17N
Source: the Open Molecules 2025 dataset
Level of theory: ωB97M-V/def2-TZVPD

**Orbital gap**: 8.797 eV
**LUMO level**: 0.926 eV
**SMILES**: Cc1c[nH]c2ccccc12.CCC
**HOMO**: -7.87 eV
**Net charge**: 0

Each line ends with the natural charge from an NBO analysis.
Geometry (Å):
C (0.0426, -2.6197, 1.1595)  -0.66
C (-0.1659, -2.1785, -0.2721)  -0.08
C (-0.7775, -2.9101, -1.2963)  -0.02
N (-0.5073, -2.3466, -2.5411)  -0.55
C (0.0153, -1.0484, -2.2743)  0.19
C (0.3125, -0.0510, -3.2198)  -0.27
C (1.2240, 0.8507, -2.6363)  -0.19
C (1.6645, 0.9246, -1.3669)  -0.27
C (1.1473, -0.0469, -0.4480)  -0.17
C (0.3802, -0.9694, -0.9056)  -0.12
H (-0.1160, -2.0319, 2.0541)  0.22
H (1.1135, -2.9129, 1.3176)  0.22
H (-0.3401, -3.5904, 1.4995)  0.23
H (-1.1886, -3.9417, -1.3186)  0.21
H (-1.1089, -2.4582, -3.3122)  0.40
H (0.0314, 0.0591, -4.2586)  0.23
H (1.6325, 1.6504, -3.3389)  0.20
H (2.6215, 1.4592, -1.2626)  0.22
H (1.5621, -0.1344, 0.5549)  0.21
C (-1.7022, 1.2056, 1.7456)  -0.60
C (-0.7860, 2.0860, 2.5458)  -0.38
C (0.3023, 2.7127, 1.6467)  -0.64
H (-1.8428, 1.8582, 0.7910)  0.20
H (-2.6369, 1.2304, 2.2955)  0.20
H (-1.2327, 0.3173, 1.7045)  0.20
H (-1.3207, 2.8558, 3.1350)  0.20
H (-0.3365, 1.3798, 3.3448)  0.18
H (1.1637, 2.6354, 2.4260)  0.20
H (0.7623, 2.2363, 0.8244)  0.22
H (0.0867, 3.7786, 1.4065)  0.21

=====

Which structure wins on stability? model B wins.

=====

Model A:
Formula: C12H17N
Source: the Open Molecules 2025 dataset
Level of theory: ωB97M-V/def2-TZVPD

**Orbital gap**: 8.729 eV
**LUMO level**: 0.921 eV
**SMILES**: Cc1c[nH]c2ccccc12.CCC
**HOMO**: -7.81 eV
**Net charge**: 0

Each line ends with the natural charge from an NBO analysis.
Geometry (Å):
C (0.6833, -0.3499, -2.4570)  -0.63
C (1.3905, -0.0065, -1.1895)  -0.09
C (2.2508, 1.0282, -0.9993)  -0.03
N (2.7162, 0.9927, 0.2867)  -0.54
C (2.1593, -0.0694, 0.9594)  0.20
C (2.1581, -0.3480, 2.3299)  -0.27
C (1.3146, -1.3624, 2.7359)  -0.21
C (0.5277, -2.1010, 1.8443)  -0.25
C (0.5669, -1.8175, 0.4950)  -0.18
C (1.3055, -0.7128, 0.0473)  -0.13
H (0.5093, 0.5306, -3.0742)  0.22
H (-0.3046, -0.8037, -2.3384)  0.22
H (1.2831, -1.0400, -3.0619)  0.22
H (2.4902, 1.8374, -1.6695)  0.21
H (3.3020, 1.6845, 0.7261)  0.41
H (2.6888, 0.2240, 3.0816)  0.22
H (1.2286, -1.5684, 3.7951)  0.21
H (-0.0764, -2.9056, 2.2242)  0.21
H (0.0068, -2.3955, -0.2417)  0.21
C (-1.7076, 1.6767, 0.5144)  -0.62
C (-2.2968, 0.3793, -0.0668)  -0.42
C (-3.1152, 0.4625, -1.3431)  -0.62
H (-1.9287, 1.6515, 1.5846)  0.21
H (-0.6474, 1.8525, 0.3619)  0.22
H (-2.3297, 2.4886, 0.1217)  0.20
H (-2.8517, -0.2054, 0.6630)  0.20
H (-1.5366, -0.4144, -0.1300)  0.21
H (-2.9307, -0.4422, -1.9448)  0.21
H (-2.6728, 1.1439, -2.0809)  0.21
H (-4.1835, 0.5904, -1.1739)  0.21

=====

Model B:
Formula: C12H17N
Source: the Open Molecules 2025 dataset
Level of theory: ωB97M-V/def2-TZVPD

**Orbital gap**: 8.597 eV
**LUMO level**: 0.864 eV
**SMILES**: Cc1c[nH]c2ccccc12.CCC
**HOMO**: -7.73 eV
**Net charge**: 0

Each line ends with the natural charge from an NBO analysis.
Geometry (Å):
C (3.4680, 0.5060, 1.9109)  -0.63
C (2.6121, -0.3903, 0.9798)  -0.07
C (2.7358, -1.7340, 0.9720)  -0.05
N (1.7054, -2.2545, 0.1737)  -0.53
C (0.9069, -1.1525, -0.2686)  0.16
C (-0.2450, -1.0743, -1.1228)  -0.27
C (-0.3612, 0.0733, -1.7751)  -0.18
C (0.4531, 1.1738, -1.3859)  -0.24
C (0.9346, 1.2610, -0.1490)  -0.17
C (1.4738, 0.0694, 0.3335)  -0.12
H (3.5876, 0.1732, 2.9210)  0.21
H (2.9428, 1.4378, 2.0889)  0.21
H (4.4812, 0.5694, 1.5765)  0.22
H (3.4498, -2.4878, 1.2707)  0.22
H (1.2556, -3.1075, 0.2032)  0.40
H (-0.7432, -1.9364, -1.3411)  0.21
H (-1.1532, 0.1001, -2.7164)  0.22
H (0.2506, 2.0017, -2.0198)  0.21
H (1.2245, 2.2933, 0.2394)  0.21
C (-2.6118, 1.2865, -0.0369)  -0.63
C (-4.0321, 1.3539, 0.4047)  -0.42
C (-4.7594, 0.2061, -0.2964)  -0.61
H (-2.5605, 1.6522, -1.1615)  0.21
H (-2.3124, 0.2058, 0.0592)  0.22
H (-1.9021, 2.1482, 0.2365)  0.23
H (-4.2714, 1.4774, 1.4334)  0.21
H (-4.5341, 2.2217, -0.1493)  0.19
H (-5.6949, 0.0333, 0.1884)  0.21
H (-5.1748, 0.3558, -1.2921)  0.21
H (-4.2330, -0.8308, -0.1499)  0.19

=====

Model C:
Formula: C12H17N
Source: the Open Molecules 2025 dataset
Level of theory: ωB97M-V/def2-TZVPD

**Orbital gap**: 8.385 eV
**LUMO level**: 0.878 eV
**SMILES**: Cc1c[nH]c2ccccc12.CCC
**HOMO**: -7.51 eV
**Net charge**: 0

Each line ends with the natural charge from an NBO analysis.
Geometry (Å):
C (-2.9259, 3.3698, 1.5234)  -0.63
C (-2.8478, 1.9522, 1.1478)  -0.10
C (-4.0250, 1.1085, 1.0675)  -0.03
N (-3.7497, -0.0730, 0.5124)  -0.52
C (-2.5050, 0.0197, -0.0523)  0.11
C (-1.8133, -0.8482, -0.8571)  -0.23
C (-0.5192, -0.5748, -1.1439)  -0.23
C (0.0849, 0.5823, -0.5629)  -0.22
C (-0.5314, 1.4443, 0.2972)  -0.24
C (-1.8538, 1.1818, 0.5147)  -0.02
H (-2.3854, 3.9715, 0.8019)  0.21
H (-2.4592, 3.5385, 2.4792)  0.21
H (-3.9499, 3.6627, 1.4235)  0.22
H (-4.8998, 1.4569, 1.5902)  0.21
H (-4.4706, -0.7714, 0.1700)  0.42
H (-2.3516, -1.7907, -1.0884)  0.21
H (-0.0545, -1.1499, -1.8463)  0.21
H (1.1223, 0.7460, -0.8047)  0.20
H (-0.0675, 2.3157, 0.6772)  0.21
C (4.3682, -1.1763, -1.3581)  -0.62
C (2.9815, -1.6630, -0.7364)  -0.39
C (3.3892, -2.5897, 0.4331)  -0.61
H (5.1638, -1.9432, -1.4917)  0.21
H (4.9722, -0.4728, -0.7776)  0.20
H (4.0706, -0.7852, -2.2908)  0.20
H (2.2897, -0.9209, -0.3087)  0.21
H (2.4650, -2.1769, -1.4867)  0.19
H (4.4193, -2.9912, 0.4740)  0.20
H (3.3806, -1.9807, 1.2722)  0.20
H (2.7023, -3.4417, 0.4215)  0.21

=====

Which structure wins on stability? model A wins.